Computed, not measured: an isolated molecule of C20H29N3O2S at a distorted geometry, with ωB97M-V with the def2-TZVPD basis set.

Calculated values
Max |F|   1.16 eV/A
SMILES   CCCCCSc1nc(N2CCOCC2)c2c(c1C#N)CC(C)(C)OC2
LUMO   0.535 eV
E_HOMO   -8.1 eV
Gap between HOMO and LUMO   8.635 eV
Energy relative to the best compared isomer or geometry (same formula, charge and spin)   45.1 kcal per mole

Each line ends with the natural charge from an NBO analysis.
CARTESIAN COORDINATES (ANGSTROEM)
C  -0.4586  -3.3436  3.1601  0.2809
C  1.3468  -0.0463  -2.0256  -0.2427
C  -0.6010  3.4497  -2.8857  -0.3917
S  -1.1394  2.6635  1.1715  0.2899
C  -0.3678  3.2633  -0.3672  -0.5196
H  0.1658  5.1330  -3.9536  0.2030
N  1.0282  -1.1081  -1.0860  -0.4217
C  -1.2548  3.0093  -1.5745  -0.4178
H  -1.8669  -1.8391  3.8380  0.2472
H  -2.2072  3.5231  -1.4388  0.2072
H  0.2669  -3.6393  -0.0462  0.2048
H  4.1422  -2.4021  -1.3946  0.2013
O  3.3755  -1.1699  -2.7908  -0.5268
C  -0.3164  4.9493  -2.9904  -0.3955
H  -2.4326  -2.7978  2.4654  0.2327
O  0.1287  -3.8196  1.9423  -0.5412
H  -1.2608  3.1614  -3.7077  0.2026
H  0.4115  0.3902  -2.3803  0.2260
H  1.9318  0.7494  -1.5458  0.1957
H  2.3459  0.1375  -3.9339  0.1990
H  -1.5015  -4.2366  4.8334  0.2110
C  -1.5710  5.8096  -2.8962  -0.6098
H  0.3897  5.2477  -2.2136  0.1924
C  -1.5603  -2.2961  2.8971  -0.4827
H  -1.4615  1.9381  -1.6301  0.2169
H  -1.8092  -5.0288  3.2800  0.2107
C  0.6589  -2.7100  3.9978  -0.6299
C  -0.3624  -1.7383  0.8361  -0.1309
H  2.1155  -2.5171  0.0212  0.2244
N  -2.4908  1.0105  4.1645  -0.3153
H  -1.3275  6.8512  -3.0922  0.2122
H  0.3397  2.9070  -3.0107  0.1954
N  -0.0819  0.5055  0.0778  -0.5401
C  -1.2702  0.1079  2.1125  -0.3145
C  -0.3554  -3.2391  0.7502  -0.0880
H  3.6862  -0.7955  -0.7822  0.1678
H  0.2844  -2.4221  4.9761  0.2115
H  -1.3914  -3.5743  0.5623  0.1711
C  2.0272  -2.1595  -1.0059  -0.2471
H  0.5886  2.7528  -0.4616  0.2374
H  1.0516  -1.8269  3.4978  0.2135
H  1.7514  -2.9984  -1.6583  0.1945
C  -1.0515  -4.5491  3.8953  -0.6203
C  -0.8004  0.9474  1.0877  0.1480
H  -0.2122  4.3270  -0.1960  0.2250
C  -1.9446  0.6153  3.2348  0.2897
H  1.5257  -1.4199  -3.6731  0.1675
C  -1.0629  -1.2659  1.9378  0.1299
H  -2.3092  5.4873  -3.6274  0.2022
C  2.1279  -0.6350  -3.1919  -0.0774
H  -0.2671  -5.2728  4.0983  0.2190
H  -2.0160  5.7497  -1.9065  0.2004
C  0.2089  -0.7947  -0.0408  0.4385
H  1.4681  -3.4248  4.1212  0.2193
C  3.3856  -1.6157  -1.4516  -0.0757

---

Computed, not measured: a structure of composition C20H29N3O3 at a distorted geometry, with ωB97M-V with the def2-TZVPD basis set.

Calculated values
Max |F|   19.25 eV/A
LUMO   0.559 eV
E_HOMO   -7.9 eV
Gap between HOMO and LUMO   8.414 eV
Energy relative to the best compared isomer or geometry (same formula, charge and spin)   507.7 kcal per mole

Each line ends with the natural charge from an NBO analysis.
CARTESIAN COORDINATES (ANGSTROEM)
C  -2.3561  0.7954  -0.8916  -0.2758
H  -5.8905  -1.5558  0.6443  0.1914
H  5.8892  -2.4477  1.0753  0.2349
H  1.5920  1.4260  2.0921  0.0084
C  3.2063  -3.0292  -0.5475  -0.0664
C  -4.4711  -2.9455  -0.3744  -0.3888
O  0.0075  3.9950  -0.0714  -0.5797
H  -0.3847  0.4852  0.8709  0.2720
C  -4.3056  -0.5666  0.0561  -0.0308
C  -3.2751  1.2415  1.3479  -0.2671
H  -6.6107  -0.2062  -1.3155  0.1902
C  4.0318  -1.1641  0.4707  0.0596
C  -5.2568  -1.7374  -0.3508  -0.2513
H  3.1886  -2.3940  -1.6557  0.1105
N  0.5343  1.6525  -0.4669  -0.4919
H  1.7901  1.4382  -1.9391  0.1862
C  2.8803  2.1465  -0.4546  -0.2428
H  -3.1780  -0.8924  -1.8293  0.1917
O  4.8881  0.4194  -0.5600  -0.5236
N  -1.3832  2.6385  0.6784  -0.6575
C  -3.3697  -0.3418  -0.7880  -0.2024
H  -3.8289  -2.8377  -1.2844  0.2142
C  -6.0421  -1.3772  -1.3597  -0.5884
H  -5.1082  0.2167  1.8138  0.2050
H  -3.3136  1.7006  2.1460  0.1998
H  4.4285  -4.2634  0.6470  0.1624
C  -0.2553  2.8488  -0.1722  0.8179
N  2.9141  0.9696  0.4733  -0.5114
H  0.8162  -0.3255  -0.3959  0.1764
C  1.8826  0.5761  0.9232  -0.0669
H  -1.4467  0.9097  -1.5483  0.2419
H  5.0721  -4.0372  -1.1312  0.2404
H  4.0744  -0.9718  1.8353  0.1884
C  1.6582  2.0901  -1.1909  -0.2192
H  3.7391  2.2605  -0.9151  0.2316
C  -2.3854  1.5560  0.3050  0.1608
H  -1.8853  3.4162  1.0550  0.4064
C  -3.7437  -3.3304  0.9291  -0.5305
C  5.3076  -2.1750  0.2485  -0.4392
H  1.9461  -0.3776  1.8477  0.2668
H  2.3749  -3.7915  -0.7267  0.2318
C  0.6017  0.5975  0.1964  -0.2767
H  -5.7251  -1.1475  -2.2679  0.2147
H  2.7773  2.8068  0.4065  0.2103
C  4.0456  0.1583  0.0757  0.6272
C  -4.3126  0.4946  1.1764  -0.1406
H  -2.8766  -2.6808  1.1247  0.2058
C  4.6084  -3.3197  -0.2897  -0.3911
H  -6.9326  -1.8835  -1.6050  0.2219
H  -3.2861  -4.3975  0.7998  0.1987
H  5.7582  -1.8557  -0.5428  0.2199
O  2.8764  -2.0106  0.4062  -0.5425
H  1.6615  3.2347  -1.7849  0.2425
H  -4.2276  -3.2988  1.6382  0.1560
H  -5.3522  -3.7128  -0.5590  0.1987

---

Computed, not measured: an isolated molecule of C20H29N3O3S at a distorted geometry, with ωB97M-V with the def2-TZVPD basis set.

Calculated values
Max |F|   1.17 eV/A
SMILES   CCCCCCCNC(=O)[C@H]1CC(=O)N(C)/C(=N/c2ccc(OC)cc2)S1
LUMO   0.278 eV
E_HOMO   -7.9 eV
Gap between HOMO and LUMO   8.176 eV
Energy relative to the best compared isomer or geometry (same formula, charge and spin)   8.0 kcal per mole

Each line ends with the natural charge from an NBO analysis.
CARTESIAN COORDINATES (ANGSTROEM)
C  -5.8707  3.8167  0.5459  -0.5998
C  -4.3998  3.4554  0.7122  -0.3866
O  -0.2926  -3.2055  -1.9734  -0.6142
H  -1.1703  -2.3864  0.9304  0.3989
C  2.6146  -1.0158  -3.0455  -0.4112
H  1.7365  2.2083  3.1446  0.2185
H  -3.8171  3.9295  -0.0805  0.1932
C  -2.7016  1.5910  0.8461  -0.3889
C  0.6408  2.2924  -0.5467  -0.2064
C  2.0708  -3.9901  -0.7241  -0.5083
O  0.2162  4.3552  2.3864  -0.4932
N  1.7350  0.2399  -0.9754  -0.5217
H  -3.1620  -0.4316  1.4194  0.1887
C  -4.1754  1.9460  0.6640  -0.3922
H  -2.3660  1.9806  1.8098  0.2014
H  -6.2470  3.4558  -0.4090  0.1997
H  -4.5367  1.5657  -0.2935  0.1902
C  1.8781  -0.9976  -0.7875  0.3474
H  1.6521  4.4445  3.8830  0.1759
O  3.0237  -3.6439  -2.8651  -0.5806
H  0.6705  -4.0115  0.9307  0.2524
H  2.9448  -4.1497  -0.0850  0.2465
C  -2.4266  0.0872  0.7982  -0.4049
H  3.3626  -0.2537  -2.8323  0.2104
H  -1.6046  -0.1111  -1.1808  0.2089
H  -1.4355  -0.0927  1.2226  0.2066
N  2.3200  -1.7696  -1.8344  -0.4716
H  1.7733  -4.9566  -1.1370  0.2574
H  -3.3726  -2.3781  -0.1287  0.1910
H  2.4045  0.4160  1.6486  0.2149
C  -2.4722  -0.4720  -0.6246  -0.4055
C  0.2726  3.3153  0.2930  -0.2520
H  -4.7634  1.4690  1.4523  0.1904
C  0.5664  4.4031  3.7475  -0.2511
H  -2.5141  -2.3566  -1.6901  0.2342
H  -3.3692  -0.1185  -1.1334  0.2049
H  2.9835  -1.7168  -3.7898  0.2445
C  1.4085  2.2404  2.1175  -0.2942
H  0.1646  3.5456  4.2975  0.1741
C  -0.2811  -3.0521  -0.7721  0.6652
S  1.5499  -1.8128  0.7893  0.2016
H  -6.4662  3.3686  1.3386  0.1993
H  -4.0346  3.8438  1.6655  0.1938
H  -0.3033  4.1537  -0.0660  0.2263
H  0.3546  2.3030  -1.5870  0.2225
N  -1.3115  -2.5754  -0.0505  -0.6107
C  2.4992  -3.1386  -1.9009  0.7270
H  -6.0073  4.8949  0.5825  0.2076
H  -2.1088  2.0845  0.0747  0.2046
C  1.7755  1.2090  1.2715  -0.2431
C  1.3799  1.2065  -0.0641  0.1725
C  -2.4914  -2.0020  -0.6575  -0.2201
C  0.6420  3.2971  1.6411  0.2967
H  0.1216  5.3186  4.1345  0.2009
H  1.7060  -0.5315  -3.3999  0.2128
C  0.9464  -3.3822  0.0813  -0.4242

---

Computed, not measured: a structure of composition C20H29N3O8S at a distorted geometry, with ωB97M-V with the def2-TZVPD basis set.

Calculated values
Max |F|   17.70 eV/A
LUMO   -0.013 eV
E_HOMO   -8.7 eV
Gap between HOMO and LUMO   8.665 eV
Energy relative to the best compared isomer or geometry (same formula, charge and spin)   53.2 kcal per mole

Each line ends with the natural charge from an NBO analysis.
CARTESIAN COORDINATES (ANGSTROEM)
H  -0.5341  -0.3705  0.6238  0.2185
H  -0.3822  -6.3683  1.8436  0.1940
C  -2.6420  -2.4500  -1.3665  -0.3074
C  -0.0462  -1.4415  2.5552  -0.6746
H  2.1427  -1.9331  -0.1297  0.2185
O  2.8425  1.5718  -1.6386  -0.9548
H  0.3173  1.5755  -1.6708  0.2750
C  0.9893  2.5746  1.6315  -0.1910
N  -2.3285  1.9030  -0.8134  -0.4498
N  -2.8376  -1.0579  -1.4037  -0.5975
H  -4.6881  2.7385  1.4473  0.1838
S  2.8327  1.6215  -0.1672  2.3864
C  0.1475  1.8641  -0.4673  -0.2602
C  -3.6125  2.0117  -0.5562  0.6903
O  -4.6516  1.6350  -0.8684  -0.5670
O  -1.8795  -4.2024  0.3516  -0.5286
H  -0.5211  3.0126  3.0589  0.2353
H  1.6685  2.5758  2.3713  0.2355
C  -1.1796  2.2370  -0.1628  0.1200
C  -1.7119  -0.4531  -1.9464  0.7624
O  -2.0434  -2.1269  0.9137  -0.5519
C  -1.0203  -0.9567  1.5059  -0.0810
H  4.3473  0.3612  1.8864  0.1953
H  -3.5649  -2.7456  -0.7731  0.2211
H  -3.6718  3.9907  0.3680  0.1524
H  3.0379  -2.2277  -2.2511  0.2265
O  4.6609  -1.9224  -0.7606  -0.5220
H  1.3855  -0.4954  -1.2869  0.3068
C  -0.3261  2.4835  2.0902  -0.2590
H  -0.4065  -1.9256  3.6291  0.2491
H  -3.5263  -0.6408  -1.1966  0.3742
H  -0.7248  -2.4383  -0.2871  0.1182
H  3.7533  -1.2439  1.5106  0.2191
O  3.7315  2.2242  0.6072  -0.9374
H  5.8183  -1.1842  0.5615  0.2042
C  -0.8713  -4.5952  0.9785  -0.0425
H  -2.2550  -3.0153  -2.1816  0.2197
H  -2.0040  -6.4113  1.4390  0.2089
H  -0.9938  -4.3718  1.9855  0.1307
C  -1.3239  2.5447  1.2072  0.3014
H  3.8033  -0.6023  -2.1859  0.2601
N  2.8358  0.1819  0.3550  -0.8052
C  4.0222  -0.4693  0.8214  -0.2148
H  0.6218  -2.2305  1.8959  0.2128
C  -3.6882  3.0144  0.8202  -0.1035
H  -0.9769  -6.4407  0.0383  0.2025
C  2.2777  -1.1242  -0.6375  -0.2901
O  -2.6581  2.8891  1.4724  -0.5082
C  -1.0858  -6.0987  1.0369  -0.6026
H  5.5052  -0.1149  -0.5400  0.1802
C  -1.7330  -2.7997  -0.0045  0.4092
C  3.3124  -1.2988  -1.3877  -0.1474
H  0.1904  -4.2719  0.8091  0.1463
H  -1.1544  1.7461  -2.8837  0.2398
C  1.0804  2.0040  0.4620  -0.2687
H  -1.7522  -0.2480  1.9924  0.2058
O  -0.6725  -0.7770  -2.1436  -0.5731
C  5.0486  -0.8257  -0.0101  -0.1626
H  0.5290  -0.4968  2.8160  0.2436
H  -3.0056  1.1678  -2.6399  0.2219
C  -2.0156  1.2914  -2.2707  -0.3686

---

> What is the LUMO in the first record?

0.535 eV